--- A ---
This record from the Open Molecules 2025 dataset describes an isolated molecule of C5H9NO3. The level of theory is ωB97M-V/def2-TZVPD.

Geometry as ORCA input:
```
! RIJCOSX wB97M-V def2-TZVPD def2/J DEFGRID3
* xyz 0 1
C 1.89708 1.79121 0.51722
N 0.65890 1.22843 1.03572
C -0.30950 1.03981 0.21703
O -0.24841 1.39235 -1.08210
C -1.55817 0.32330 0.63290
C -1.50499 -1.10895 0.18369
O -2.36330 -1.64212 -0.49463
O -0.32082 -1.67639 0.53631
C 0.38721 -2.26405 -0.55444
H 2.73806 1.31133 1.02938
H 2.05076 1.62299 -0.55386
H 1.94341 2.86337 0.72437
H -1.04634 1.16288 -1.58674
H -2.42135 0.81176 0.16834
H -1.68958 0.36495 1.71764
H 0.74338 -3.25310 -0.26114
H -0.21059 -2.34030 -1.46796
H 1.25428 -1.62745 -0.76170
*
```

SMILES ... C/N=C(\O)CC(=O)OC
LUMO ... 0.56 eV
Kohn-Sham gap ... 0.381 Ha

***

--- B ---
This record from the Open Molecules 2025 dataset describes C5H9NO3 as an isolated structure. The level of theory is ωB97M-V/def2-TZVPD.

Geometry as ORCA input:
```
! RIJCOSX wB97M-V def2-TZVPD def2/J DEFGRID3
* xyz 0 1
C -0.09627 -1.05062 -0.58907
C -1.56644 0.80648 1.31119
C 0.86903 -1.89820 -1.41626
N -0.29928 1.18628 0.71576
C 1.45792 0.49627 1.00609
C 0.44751 0.35379 -0.41142
O -0.25193 2.55537 0.41079
O 2.03598 0.60193 1.99089
O 0.82186 1.04258 -1.37807
H 0.20225 2.54560 -0.46894
H -0.27637 -1.51552 0.38309
H -1.05635 -0.95802 -1.10336
H -1.82184 1.54019 2.07470
H -1.45424 -0.16833 1.78407
H -2.35336 0.78849 0.55342
H 1.06288 -1.42111 -2.37541
H 1.82304 -2.01317 -0.89883
H 0.45559 -2.89201 -1.58862
*
```

LUMO ... 0.69 eV
Kohn-Sham gap ... 0.343 Ha

***

Least stable of them? B.

***

--- A ---
This record from the Open Molecules 2025 dataset describes a 2-piece molecular cluster, C5H9NO3 overall. The level of theory is ωB97M-V/def2-TZVPD.

Geometry as ORCA input:
```
! RIJCOSX wB97M-V def2-TZVPD def2/J DEFGRID3
* xyz 0 1
C 2.39945 -0.70497 1.13071
C 1.06299 -0.17220 0.72804
O 0.08585 -0.19611 1.42695
C 1.19173 1.05830 -0.36151
N 0.67691 0.83751 -1.57921
O 1.98287 1.95617 -0.15281
H 3.10511 0.11595 1.24222
H 2.75549 -1.37931 0.35310
H 2.34333 -1.21403 2.09023
H 0.77887 1.52498 -2.30858
H 0.10720 0.01592 -1.73815
C -2.67239 0.23484 0.16644
C -1.90158 -0.84256 -0.51446
O -1.54101 -0.89061 -1.66477
H -3.69533 -0.08744 0.34994
H -2.24120 0.38396 1.15575
H -2.64740 1.15459 -0.41309
H -1.79091 -1.79497 0.08918
*
```

SMILES ... CC(=O)C(N)=O.CC=O
LUMO ... 0.63 eV
Kohn-Sham gap ... 0.367 Ha

***

--- B ---
This record from the Open Molecules 2025 dataset describes an isolated molecule of C5H9NO3. The level of theory is ωB97M-V/def2-TZVPD.

Geometry as ORCA input:
```
! RIJCOSX wB97M-V def2-TZVPD def2/J DEFGRID3
* xyz 0 1
C 0.62114 -2.79722 -0.54575
C -0.10812 -1.48848 -0.43712
O -1.26565 -1.59002 -0.07179
O 0.61163 -0.32814 -0.51790
N -0.21097 0.82603 -0.34024
C -1.10365 1.24572 -1.44229
C -0.09087 1.66855 0.78563
C 0.76231 1.31127 1.97066
O -0.64999 2.77851 0.73707
H -0.03315 -3.62924 -0.24161
H 0.96162 -2.83784 -1.57931
H 1.52487 -2.79668 0.10162
H -0.95248 2.30490 -1.69802
H -0.91458 0.61455 -2.35356
H -2.16020 1.02707 -1.15455
H 1.82783 1.20336 1.65467
H 0.74683 2.12514 2.69542
H 0.43345 0.36251 2.43707
*
```

SMILES ... CC(=O)ON(C)C(C)=O
LUMO ... 0.69 eV
Kohn-Sham gap ... 0.381 Ha

***

Least stable of them? B.

***

--- A ---
This record from the Open Molecules 2025 dataset describes C2H5ClO3 as an isolated structure. The level of theory is ωB97M-V/def2-TZVPD.

Geometry as ORCA input:
```
! RIJCOSX wB97M-V def2-TZVPD def2/J DEFGRID3
* xyz 0 3
C 1.08560 0.91305 -0.59799
C -0.25411 -1.46118 -0.11675
O -0.85272 -2.08763 -0.98245
O -0.22199 -2.00316 1.18226
O 0.62044 -0.33352 -0.00614
Cl -1.68095 1.61029 0.99871
H 0.54526 1.73440 -0.15078
H 1.09232 1.38101 -1.65489
H 2.07656 0.95913 -0.29539
H -2.44637 0.44545 -0.12962
H 0.03595 -1.15784 1.75303
*
```

LUMO (spin up / spin down) ... 0.56 / -4.90 eV
Kohn-Sham gap (spin up / spin down) ... 0.313 / 0.227 Ha

***

--- B ---
This record from the Open Molecules 2025 dataset describes an isolated molecule of C2H5ClO3. The level of theory is ωB97M-V/def2-TZVPD.

Geometry as ORCA input:
```
! RIJCOSX wB97M-V def2-TZVPD def2/J DEFGRID3
* xyz 0 3
C 0.34157 0.07387 1.09360
C 0.02996 0.48987 -0.35253
O 1.16784 -1.01104 1.12033
O -1.15391 1.03405 -0.42822
O -0.25528 -1.09353 -1.09250
Cl 1.30119 1.31984 -1.34860
H 0.67318 0.90128 1.58730
H -0.62272 -0.23595 1.47971
H 0.88750 -1.79667 0.82202
H -1.28806 1.23270 -1.35841
H -1.08128 -0.91442 -1.52270
*
```

LUMO (spin up / spin down) ... 0.27 / -3.55 eV
Kohn-Sham gap (spin up / spin down) ... 0.197 / 0.250 Ha

***

Least stable of them? B.

***

--- A ---
This record from the Open Molecules 2025 dataset describes C4H9N3O as an isolated structure. The level of theory is ωB97M-V/def2-TZVPD.

Geometry as ORCA input:
```
! RIJCOSX wB97M-V def2-TZVPD def2/J DEFGRID3
* xyz 0 1
C 0.66641 -0.38019 -0.26267
C -0.53234 0.23788 -0.14254
N 2.27173 1.54108 -0.50169
N 1.29220 -1.53589 -0.02483
N -0.68722 1.51012 -0.79963
C -1.65405 -0.38121 0.53555
C -1.66385 -1.44787 1.34855
O 1.79000 0.26624 -0.98720
H 1.47167 2.15124 -0.68788
H 2.32988 1.43638 0.51322
H 0.71501 -2.36396 0.03050
H 2.27801 -0.86138 -0.65024
H -1.39327 2.07711 -0.34574
H -0.92881 1.41091 -1.78032
H -2.60225 0.11799 0.34691
H -0.76932 -1.99893 1.60016
H -2.58381 -1.77951 1.80785
*
```

LUMO ... 0.97 eV
Kohn-Sham gap ... 0.304 Ha

***

--- B ---
This record from the Open Molecules 2025 dataset describes an isolated molecule of C4H9N3O. The level of theory is ωB97M-V/def2-TZVPD.

Geometry as ORCA input:
```
! RIJCOSX wB97M-V def2-TZVPD def2/J DEFGRID3
* xyz 0 1
H 2.66689 -1.72502 -0.25359
N 2.55613 -0.84406 -0.75590
C 1.41990 -0.33702 -0.47688
N 0.85778 0.82827 -0.79274
C -0.49880 1.05837 0.20647
C -0.48950 1.33274 1.51015
N -1.49732 1.36601 -0.64684
O 0.54596 -0.96329 0.47218
C -0.40838 -1.90726 -0.02332
H 1.49139 1.52856 -1.14973
H 0.16151 0.81691 2.20088
H -1.22782 2.00703 1.92616
H -1.21137 1.70545 -1.55465
H -2.41123 1.57734 -0.27044
H -1.23456 -1.91759 0.68894
H -0.78753 -1.63734 -1.01326
H 0.06694 -2.88910 -0.06742
*
```

SMILES ... [H]/N=C(/NC(=C)N)OC
LUMO ... 0.84 eV
Kohn-Sham gap ... 0.332 Ha

***

--- C ---
This record from the Open Molecules 2025 dataset describes an isolated molecule of C4H9N3O. The level of theory is ωB97M-V/def2-TZVPD.

Geometry as ORCA input:
```
! RIJCOSX wB97M-V def2-TZVPD def2/J DEFGRID3
* xyz 0 1
C -0.49707 2.00441 0.68105
C -0.08728 0.84570 -0.17618
C 0.51586 1.00807 -1.36604
N 0.87651 0.00244 -2.22855
C -0.50291 -0.49331 0.30883
O -1.62794 -0.59562 1.06089
N 0.50146 -1.28847 0.40827
N 0.29383 -2.43009 1.23719
H -0.30385 2.93583 0.16315
H -1.56757 1.95664 0.89883
H 0.03783 1.99147 1.63109
H 0.65906 2.01040 -1.75060
H 0.88967 -0.91262 -1.79197
H 1.62864 0.21250 -2.86405
H -1.48342 -1.27436 1.73544
H -0.47975 -2.99685 0.87117
H 1.14693 -2.97613 1.18147
*
```

SMILES ... CC(=C/N)/C(O)=N/N
LUMO ... 0.82 eV
Kohn-Sham gap ... 0.308 Ha

***

--- D ---
This record from the Open Molecules 2025 dataset describes an isolated molecule of C4H9N3O. The level of theory is ωB97M-V/def2-TZVPD.

Geometry as ORCA input:
```
! RIJCOSX wB97M-V def2-TZVPD def2/J DEFGRID3
* xyz 0 1
C 2.23195 -0.70803 -0.15951
C 1.72779 0.76486 -0.14598
C 0.44508 1.14680 -0.06514
N -0.65163 0.32619 0.08156
N -0.73082 -1.04523 0.24483
C -1.84355 0.99397 0.10219
N -3.02241 0.63488 -0.08743
O -3.22786 -0.73573 -0.30954
H 3.25171 -0.72311 -0.53071
H 2.22041 -1.10632 0.85343
H 1.64195 -1.39812 -0.77390
H 2.47211 1.52012 -0.01243
H 0.14261 2.19898 -0.12867
H -0.22555 -1.48497 -0.51725
H -0.22404 -1.32194 1.06986
H -1.70245 2.10942 0.21170
H -2.50530 -1.17176 0.16699
*
```

SMILES ... C/C=C\N(N)/C=N\O
LUMO ... 0.53 eV
Kohn-Sham gap ... 0.318 Ha

***

Least stable of them? A.

***

--- A ---
This record from the Open Molecules 2025 dataset describes an isolated molecule of C4H9N3O. The level of theory is ωB97M-V/def2-TZVPD.

Geometry as ORCA input:
```
! RIJCOSX wB97M-V def2-TZVPD def2/J DEFGRID3
* xyz 0 1
C 1.68028 0.27821 -2.01507
N 1.39927 0.20232 -0.57573
C 0.12533 0.00958 -0.10307
N -0.85721 -0.00494 -0.98961
C -2.08031 -0.17631 -0.50390
O -2.44777 -0.14998 0.67265
N 0.13248 -0.08078 1.25469
C 1.30998 -0.03807 2.05755
H 0.97276 -0.32762 -2.65097
H 1.55474 1.28048 -2.34733
H 2.70257 -0.10136 -2.19082
H 2.18992 -0.10846 -0.02213
H -2.82549 -0.35905 -1.30178
H -0.73456 -0.45677 1.71590
H 1.91544 0.86048 1.86362
H 0.98585 0.09393 3.06499
H 1.88739 -0.93836 2.04880
*
```

SMILES ... CNC(=NC=O)NC
LUMO ... 0.65 eV
Kohn-Sham gap ... 0.364 Ha

***

--- B ---
This record from the Open Molecules 2025 dataset describes a 2-piece molecular cluster, C4H9N3O overall. The level of theory is ωB97M-V/def2-TZVPD.

Geometry as ORCA input:
```
! RIJCOSX wB97M-V def2-TZVPD def2/J DEFGRID3
* xyz 0 1
C 3.23554 0.76117 0.77030
C 2.55736 0.12206 -0.17429
N 1.19129 0.18884 -0.28251
C 0.39604 -0.41336 -0.98607
N -0.28942 -0.77482 -1.92249
H 2.75436 1.44394 1.44594
H 4.29973 0.64127 0.85658
H 3.06633 -0.55452 -0.85882
H -1.03663 -1.44139 -1.88126
C -2.26280 -0.67062 0.87385
N -1.47569 0.39670 0.29275
O -2.23585 1.12603 -0.66734
H -2.53303 -1.36733 0.08090
H -1.63517 -1.17985 1.60331
H -3.18000 -0.32297 1.36202
H -1.08621 1.05738 0.99275
H -1.76583 0.98748 -1.50563
*
```

SMILES ... C=CN=C=N.CNO
LUMO ... 0.83 eV
Kohn-Sham gap ... 0.353 Ha

***

Least stable of them? B.

***

--- A ---
This record from the Open Molecules 2025 dataset describes an isolated molecule of C4H9N. The level of theory is ωB97M-V/def2-TZVPD.

Geometry as ORCA input:
```
! RIJCOSX wB97M-V def2-TZVPD def2/J DEFGRID3
* xyz 0 1
C -2.01554 -0.28463 -0.18696
C -0.72462 0.02851 0.31312
N -0.17321 -0.53444 1.50284
C 0.35586 0.82528 -0.44548
C 1.60924 -0.14453 -0.72749
H -2.73561 0.49525 -0.35237
H -2.42123 -1.26863 -0.09950
H -0.75328 -1.16715 2.09248
H 0.03501 0.33208 1.92462
H 0.03921 1.01734 -1.38226
H 0.75478 1.78010 -0.14240
H 2.47085 0.54144 -1.12424
H 1.40414 -0.91008 -1.46729
H 2.15441 -0.71053 0.09493
*
```

SMILES ... C=C(N)CC
LUMO ... 1.02 eV
Kohn-Sham gap ... 0.315 Ha

***

--- B ---
This record from the Open Molecules 2025 dataset describes an isolated molecule of C4H9N. The level of theory is ωB97M-V/def2-TZVPD.

Geometry as ORCA input:
```
! RIJCOSX wB97M-V def2-TZVPD def2/J DEFGRID3
* xyz 0 1
C 1.78531 -0.21864 1.29038
C 1.34295 0.23297 -0.04003
C 0.14044 -0.35418 -0.55264
N -0.95813 0.41364 -1.13105
C -2.21768 0.23730 -0.32084
H 2.81704 -0.17205 1.63880
H 1.14900 -0.95624 1.77108
H 2.01175 -0.75819 -0.04359
H 1.58086 1.27146 -0.39909
H 0.31691 -1.33210 -1.05850
H -0.46300 1.16323 -0.62771
H -2.56986 -0.79493 -0.46188
H -2.93036 0.90967 -0.81184
H -2.00522 0.35806 0.74691
*
```

LUMO ... 0.23 eV
Kohn-Sham gap ... 0.254 Ha

***

Least stable of them? B.